Record 1
The following is a quantum chemistry calculation of a cluster of 14 separate species, C42H84O49S7 in total in a non-equilibrium geometry, from the Open Molecules 2025 dataset.

XYZ file:
```
182
C42H84O49S7 (the ωB97M-V functional and the def2-TZVPD basis)
C 9.423 1.161 -1.933
C 7.931 0.974 -1.654
O 7.768 -0.159 -0.828
C 6.613 -0.272 -0.136
O 5.727 0.538 -0.120
O 6.572 -1.389 0.542
C 5.424 -1.686 1.306
H 9.960 1.335 -1.000
H 9.481 2.028 -2.590
H 9.925 0.317 -2.407
H 7.371 0.679 -2.541
H 7.410 1.866 -1.306
H 4.521 -1.110 1.107
H 5.680 -1.680 2.366
H 5.214 -2.737 1.104
C 3.052 1.875 2.862
C 1.852 2.809 3.015
O 1.740 3.140 4.390
C 0.593 3.217 5.060
O -0.487 3.229 4.533
O 0.871 3.265 6.357
C -0.178 3.317 7.292
H 3.473 2.109 1.885
H 2.775 0.821 2.844
H 3.831 2.009 3.613
H 0.946 2.381 2.586
H 2.079 3.716 2.455
H -0.889 4.035 6.883
H 0.174 3.724 8.240
H -0.691 2.356 7.325
C -7.965 1.045 0.335
C -6.903 0.855 1.498
O -5.940 1.888 1.534
C -4.608 1.608 1.537
O -4.032 0.523 1.458
O -3.998 2.779 1.799
C -2.585 2.923 1.857
H -8.727 0.274 0.453
H -7.611 1.078 -0.695
H -8.474 2.004 0.433
H -6.335 -0.074 1.449
H -7.363 0.690 2.472
H -2.031 2.528 1.005
H -2.196 2.511 2.789
H -2.277 3.959 1.993
C 2.311 8.186 2.156
C 2.879 6.872 2.648
O 2.643 5.765 1.690
C 3.650 5.340 0.847
O 4.792 5.790 0.775
O 3.233 4.225 0.260
C 4.007 3.550 -0.698
H 2.225 8.804 3.049
H 1.379 8.168 1.591
H 3.137 8.684 1.647
H 2.399 6.590 3.586
H 3.941 7.034 2.831
H 3.427 3.695 -1.610
H 4.104 2.476 -0.539
H 5.022 3.900 -0.883
C -1.859 -4.717 2.711
C -2.429 -5.778 1.698
O -1.861 -7.081 2.082
C -2.324 -8.138 1.648
O -3.111 -8.311 0.712
O -1.627 -9.087 2.301
C -1.933 -10.432 2.088
H -1.732 -3.723 2.282
H -0.843 -5.048 2.922
H -2.475 -4.745 3.610
H -2.151 -5.701 0.646
H -3.510 -5.871 1.803
H -2.577 -10.861 2.856
H -0.956 -10.907 2.174
H -2.383 -10.592 1.107
C 1.371 -2.719 3.815
C 1.453 -1.549 4.852
O 0.598 -0.487 4.462
C -0.776 -0.657 4.793
O -1.245 -1.643 5.331
O -1.472 0.371 4.435
C -2.796 0.607 4.690
H 0.367 -3.134 3.719
H 2.015 -3.494 4.231
H 1.685 -2.309 2.856
H 2.465 -1.159 4.961
H 1.113 -1.837 5.847
H -3.110 -0.436 4.740
H -3.306 1.001 3.810
H -2.958 1.064 5.666
C -3.759 -1.814 -7.158
C -4.547 -0.763 -6.427
O -4.217 -0.974 -5.009
C -4.618 -0.017 -4.118
O -5.528 0.807 -4.316
O -3.693 0.086 -3.129
C -3.587 1.182 -2.258
H -2.718 -1.558 -6.965
H -4.122 -1.848 -8.185
H -3.861 -2.841 -6.807
H -5.587 -0.901 -6.721
H -4.304 0.267 -6.686
H -2.671 1.742 -2.442
H -3.614 0.813 -1.232
H -4.389 1.919 -2.284
C -0.768 6.271 -1.312
C -0.432 5.618 0.029
O -1.138 6.260 1.096
S -2.076 7.481 0.579
O -1.823 8.598 1.432
O -3.430 7.053 0.353
O -1.282 7.540 -0.910
H -1.523 5.732 -1.885
H 0.051 6.371 -2.024
H 0.615 5.845 0.227
H -0.821 4.600 0.022
C -1.317 -2.550 -4.489
C 0.111 -2.950 -4.152
O 0.057 -3.932 -3.091
S -1.515 -4.309 -2.736
O -1.760 -4.340 -1.275
O -2.138 -5.306 -3.657
O -1.950 -2.864 -3.325
H -1.700 -3.065 -5.370
H -1.482 -1.477 -4.586
H 0.804 -2.136 -3.941
H 0.542 -3.603 -4.911
C 1.371 -6.176 0.172
C 2.098 -5.751 1.453
O 3.066 -4.836 1.014
S 2.601 -4.049 -0.384
O 3.671 -3.749 -1.333
O 1.773 -2.926 0.051
O 1.746 -5.314 -0.902
H 0.288 -6.159 0.296
H 1.664 -7.198 -0.066
H 2.654 -6.570 1.909
H 1.368 -5.228 2.069
C -0.649 -0.932 0.994
C -0.881 -0.824 -0.507
O 0.171 -0.090 -0.987
S 1.005 0.822 0.123
O 0.899 2.238 -0.137
O 2.334 0.336 0.376
O -0.016 0.319 1.314
H -0.003 -1.737 1.342
H -1.529 -1.056 1.625
H -1.836 -0.387 -0.799
H -0.807 -1.762 -1.058
C -4.497 -2.391 -0.721
C -5.077 -3.803 -0.976
O -5.283 -4.342 0.329
S -5.128 -3.145 1.578
O -4.438 -3.583 2.747
O -6.366 -2.346 1.812
O -4.053 -2.316 0.595
H -5.134 -1.508 -0.767
H -3.716 -2.048 -1.399
H -4.325 -4.430 -1.455
H -5.999 -3.703 -1.549
C 4.187 -1.272 -3.039
C 3.000 -0.324 -3.087
O 3.234 0.265 -4.347
S 4.853 0.738 -4.483
O 5.030 1.950 -3.680
O 5.370 0.690 -5.849
O 5.256 -0.630 -3.638
H 4.082 -2.307 -3.364
H 4.578 -1.452 -2.037
H 3.091 0.368 -2.250
H 2.142 -0.992 -3.018
C 1.180 4.044 -5.379
C 2.078 4.084 -4.172
O 1.814 3.007 -3.359
S 0.233 2.521 -3.524
O -0.635 2.953 -2.448
O 0.125 1.067 -3.843
O 0.030 3.439 -4.869
H 1.621 3.374 -6.117
H 1.032 5.029 -5.822
H 1.922 4.990 -3.586
H 3.097 3.995 -4.547
```

The HOMO energy comes out at -10.237 eV. The relative energy (zero: lowest compared OMol25 entry of this formula, charge and spin) comes out at 0.0 kcal per mole. The value obtained for the HOMO-LUMO gap is 10.2 eV. The energy comes out at -8124.496354 Ha.

---

Record 2
The following is a quantum chemistry calculation of a cluster of 15 separate species, C42H84O54S9 in total in a non-equilibrium geometry, from the Open Molecules 2025 dataset.

XYZ file:
```
189
C42H84O54S9 (the ωB97M-V functional and the def2-TZVPD basis)
C 15.484 -31.774 6.744
C 16.933 -31.825 6.301
O 17.643 -31.072 7.344
C 18.528 -31.664 8.226
O 18.532 -32.858 8.462
O 19.255 -30.714 8.797
C 20.223 -31.098 9.815
H 14.831 -32.313 6.057
H 15.117 -30.758 6.601
H 15.384 -31.996 7.807
H 17.052 -31.400 5.305
H 17.429 -32.796 6.314
H 19.783 -31.023 10.809
H 21.103 -30.458 9.881
H 20.627 -32.099 9.666
C 21.104 -24.816 3.827
C 21.604 -25.497 2.584
O 21.721 -24.439 1.733
C 22.201 -24.629 0.501
O 22.789 -25.633 0.161
O 22.025 -23.555 -0.189
C 22.258 -23.639 -1.633
H 21.311 -25.405 4.721
H 20.046 -24.583 3.708
H 21.694 -23.910 3.971
H 20.848 -26.257 2.387
H 22.545 -26.019 2.752
H 23.338 -23.563 -1.755
H 21.698 -22.871 -2.167
H 21.851 -24.619 -1.882
C 19.742 -21.600 12.520
C 20.447 -21.916 11.260
O 20.226 -23.283 10.911
C 19.245 -23.734 10.217
O 19.223 -24.894 9.878
O 18.270 -22.832 10.119
C 17.117 -23.106 9.422
H 18.656 -21.679 12.483
H 19.839 -20.562 12.840
H 20.017 -22.212 13.380
H 21.501 -21.666 11.378
H 20.100 -21.175 10.540
H 16.850 -24.162 9.446
H 17.181 -22.925 8.349
H 16.228 -22.547 9.714
C 14.799 -31.405 2.644
C 15.699 -30.565 1.660
O 16.449 -29.522 2.241
C 17.652 -29.810 2.962
O 18.201 -30.930 3.070
O 18.189 -28.687 3.305
C 19.588 -28.590 3.553
H 15.264 -32.199 3.229
H 13.941 -31.847 2.137
H 14.281 -30.809 3.395
H 15.038 -30.051 0.962
H 16.332 -31.206 1.047
H 20.082 -29.422 4.055
H 19.876 -27.701 4.115
H 20.142 -28.530 2.616
C 13.915 -28.094 5.822
C 14.861 -27.683 4.872
O 15.870 -27.010 5.607
C 16.404 -25.754 5.233
O 16.001 -24.884 4.530
O 17.519 -25.518 5.986
C 18.205 -26.411 6.835
H 14.364 -28.633 6.656
H 13.312 -28.825 5.283
H 13.437 -27.156 6.103
H 14.359 -26.996 4.191
H 15.338 -28.564 4.441
H 19.273 -26.389 6.616
H 18.135 -27.467 6.575
H 17.964 -26.122 7.858
C 24.719 -23.462 9.424
C 24.652 -23.492 7.918
O 23.445 -22.917 7.570
C 22.353 -23.735 7.383
O 22.280 -24.935 7.558
O 21.448 -23.034 6.833
C 20.033 -23.420 6.880
H 24.261 -24.197 10.085
H 24.250 -22.533 9.748
H 25.683 -23.369 9.925
H 24.540 -24.509 7.542
H 25.541 -23.041 7.478
H 19.500 -22.556 7.277
H 19.776 -24.150 7.648
H 19.450 -23.668 5.994
C 22.659 -26.320 11.558
C 21.861 -26.883 10.280
O 22.122 -28.248 10.490
S 21.864 -28.616 12.043
O 22.723 -29.698 12.569
O 20.458 -28.558 12.420
O 22.576 -27.248 12.585
H 22.399 -25.279 11.750
H 23.709 -26.190 11.298
H 22.320 -26.509 9.365
H 20.798 -26.651 10.341
C 19.572 -21.037 3.462
C 18.728 -19.743 3.609
O 17.856 -20.097 4.602
S 17.277 -21.651 4.558
O 16.120 -21.916 3.627
O 17.380 -22.233 5.868
O 18.644 -22.103 3.721
H 20.347 -21.203 4.210
H 20.105 -21.265 2.539
H 18.173 -19.527 2.696
H 19.217 -18.818 3.913
C 9.651 -26.778 4.454
C 8.724 -27.330 3.362
O 7.573 -26.511 3.515
S 7.264 -26.016 5.101
O 6.162 -26.741 5.715
O 7.414 -24.550 5.220
O 8.745 -26.663 5.522
H 10.036 -25.818 4.111
H 10.465 -27.503 4.478
H 8.388 -28.331 3.631
H 9.219 -27.314 2.391
C 16.479 -27.324 11.405
C 17.234 -28.272 10.447
O 16.268 -28.735 9.481
S 14.834 -27.927 9.522
O 13.698 -28.835 9.448
O 14.820 -26.788 8.654
O 15.084 -27.486 11.095
H 16.712 -26.269 11.257
H 16.770 -27.712 12.381
H 17.833 -29.090 10.846
H 17.905 -27.710 9.797
C 13.631 -22.384 7.039
C 13.490 -21.701 5.679
O 12.066 -21.607 5.529
S 11.250 -22.913 6.231
O 11.438 -24.114 5.405
O 9.991 -22.410 6.666
O 12.362 -22.895 7.459
H 13.712 -21.694 7.879
H 14.428 -23.127 7.028
H 14.030 -22.392 5.032
H 13.857 -20.688 5.517
C 9.017 -28.545 7.827
C 8.016 -29.523 7.200
O 8.626 -30.906 7.195
S 10.226 -30.747 7.648
O 11.170 -30.442 6.522
O 10.485 -31.770 8.653
O 9.891 -29.359 8.533
H 8.511 -27.841 8.488
H 9.734 -27.997 7.216
H 7.643 -29.363 6.189
H 7.068 -29.417 7.728
C 23.652 -27.620 5.346
C 23.816 -28.054 6.824
O 23.060 -29.205 6.923
S 22.963 -30.120 5.520
O 21.633 -30.494 5.247
O 23.993 -31.171 5.627
O 23.495 -28.807 4.567
H 24.557 -27.093 5.043
H 22.893 -26.884 5.082
H 23.506 -27.233 7.470
H 24.843 -28.283 7.107
C 17.524 -24.517 1.877
C 16.344 -25.334 1.396
O 16.609 -25.724 0.025
S 18.257 -25.841 -0.227
O 18.519 -25.364 -1.604
O 18.563 -27.239 0.094
O 18.610 -24.832 1.010
H 17.864 -24.900 2.839
H 17.372 -23.438 1.902
H 15.402 -24.790 1.334
H 16.417 -26.367 1.736
C 11.849 -28.759 -0.986
C 10.895 -27.878 -0.299
O 11.692 -27.231 0.597
S 12.678 -28.320 1.398
O 11.882 -28.969 2.483
O 14.043 -27.910 1.717
O 12.602 -29.311 0.051
H 12.501 -28.151 -1.612
H 11.502 -29.577 -1.618
H 10.068 -28.255 0.303
H 10.572 -27.096 -0.986
```

The HOMO energy comes out at -10.127 eV. The relative energy (zero: lowest compared OMol25 entry of this formula, charge and spin) comes out at 177.7 kcal per mole. The value obtained for the HOMO-LUMO gap is 9.9 eV. The energy comes out at -9296.869985 Ha.

---

Question: Which of these has the lowest energy?
Answer: C42H84O54S9

---

Question: Which of these has the lowest relative energy (zero: lowest compared OMol25 entry of this formula, charge and spin)?
Answer: C42H84O49S7